Computed, not measured: 8 unconnected molecules or ions with the total composition C21H46BF13N6O11S2 in a non-equilibrium geometry, with ωB97M-V with the def2-TZVPD basis set.

Each line ends with the Löwdin charge.
Atoms and positions in Å:
C -3.3828 2.9472 2.2281  0.0437
H 2.5705 -0.4947 -1.5009  0.0840
N -1.2524 3.9126 3.3294  0.1086
O -4.1911 0.7091 -6.3495  0.1957
C 2.8162 -1.5452 -1.4887  0.0119
F -3.7545 -2.0086 -0.7941  0.1567
O -0.8151 2.8413 -4.6134  0.2069
N 0.8920 3.8545 -3.4447  0.0941
H 2.8695 3.3629 -2.7400  0.1198
H 1.5082 2.5331 -1.8660  0.0899
F -0.3177 -0.5368 -5.3202  0.0959
C -0.0549 3.4413 4.1428  0.0433
O -2.5648 -0.4939 1.3668  -0.3190
B 0.4718 -1.3371 -4.4593  -1.2364
H -0.3939 2.8742 5.0026  0.1001
C 1.8944 2.8943 -2.8157  0.0621
H 1.8683 -4.3127 0.7620  0.1049
H 0.5258 4.2946 4.4781  0.1117
H -3.7407 0.0996 -3.5938  0.0996
C -0.5087 3.2818 -3.5727  -0.4060
H 3.5059 -1.7072 -0.6607  0.0700
F 5.6845 -2.1455 -1.2195  0.0782
C -4.7086 -0.5389 4.8835  -0.4113
S -1.7349 -0.6944 0.2027  0.5736
S 0.2273 0.0739 1.7205  0.6671
H -1.5755 4.8321 3.6425  0.1890
H 5.2623 -1.6404 2.8704  0.1034
O -1.7595 0.2872 -0.8477  -0.3155
N -0.2410 -1.1506 0.5996  -0.2765
O 0.2804 -0.4852 3.0428  -0.2788
C -3.2208 0.0589 -6.4252  -0.3967
H -5.8696 -0.2764 6.7327  0.1002
C 6.0901 -0.5765 0.4447  -0.5605
H -2.9277 -1.8747 -5.5363  0.1878
H 3.3626 -1.9017 -2.3561  0.1180
H -1.7848 -1.0290 -7.5442  0.1010
C 6.3477 -0.3876 4.2067  -0.0778
H 1.0237 -2.1844 -0.4243  0.0969
O -2.5668 2.2375 4.3418  0.1591
H -4.8696 -0.9210 -4.5053  0.1062
H 6.6329 0.6702 4.2424  0.0740
H 1.1821 4.0020 -4.4213  0.1880
O 6.5839 -0.4170 1.7974  -0.0635
H 0.9447 4.7988 -3.0535  0.1850
C 1.3799 -4.6228 -0.1664  0.0363
H -2.3655 3.0066 -2.6908  0.1014
F 2.2211 0.9088 0.1736  0.1488
H 1.9282 2.0201 -3.4651  0.1166
C -2.1932 -1.0550 4.8779  0.0320
H -2.0900 -0.0630 4.4545  0.0624
H -3.7118 -1.8377 6.1586  0.1905
C -1.3993 3.3655 -2.3564  0.0410
H -1.9257 -0.7464 -4.9524  0.1234
N -3.4885 -0.9593 5.6816  0.1009
H 5.6006 -0.6330 4.9585  0.0672
C -2.4514 -2.2051 -0.6874  -0.6927
H -0.9602 4.0364 2.3598  0.1628
O -0.4437 1.3546 1.6012  -0.3393
F 2.4893 1.1029 2.3228  0.1351
H 0.3089 -4.4497 -0.0216  0.0844
H -1.3905 0.6716 -7.4812  0.1076
C 6.2335 -2.0333 0.0362  -0.5319
H 4.7771 -0.0326 2.7896  0.0877
C -2.2214 -0.0332 -7.5251  0.0348
H 0.9558 -2.1339 -2.0257  0.1290
C -5.9606 -0.5170 5.6759  0.0298
H -6.7277 0.1181 5.2298  0.1115
O 6.6759 0.3349 -0.3070  -0.1800
H -2.7635 0.2418 -8.4294  0.1098
F 2.7096 -0.8036 1.4540  0.1747
H -3.3421 -0.2366 6.3918  0.1842
F 5.4361 -2.8521 0.8045  0.0718
H 1.5716 -5.6918 -0.2010  0.1031
H -1.3791 -1.3124 5.5468  0.1139
F 0.3146 -0.8739 -3.1087  0.0578
H -4.1666 3.6367 2.5445  0.1174
F 1.8021 -1.1888 -4.8013  0.1574
C 5.7076 -0.6283 2.8548  -0.3407
F 0.0492 -2.6703 -4.4639  0.1299
H 0.4989 2.8010 3.4625  0.0824
H -1.0910 2.8616 -1.4410  0.0789
O 2.2566 -4.3112 -2.3847  0.2145
F 7.4420 -2.5753 0.0374  0.1765
N -2.9035 -0.8843 -5.2727  0.0900
H -1.3925 4.4500 -2.1781  0.1023
H -2.3139 -1.7909 4.0909  0.1102
C -3.8650 -0.8498 -4.1027  0.0334
F -2.2797 -3.3156 0.0125  0.1518
F -1.8579 -2.3426 -1.8520  0.1506
C -2.4087 2.8646 3.3562  -0.3762
H -2.9349 3.2546 1.2826  0.0912
H 4.9899 -0.3838 0.4215  0.1075
H -3.5672 -1.6752 -3.4702  0.0807
O -4.6134 -0.3241 3.7327  0.1956
C 2.0404 0.3144 1.3360  -0.6921
N 1.6193 -2.3840 -1.2580  0.0741
H -6.4772 -1.4767 5.5381  0.1219
C 1.8157 -3.8750 -1.3831  -0.3910
H -3.7651 1.9456 2.0299  0.0961
H 7.3176 -0.8693 4.3250  0.0792

The value obtained for the LUMO energy is -0.211 hartree. The value obtained for the frontier orbital gap is 2.7436 eV. Its total charge is +2. The HOMO energy is -8.49 eV.

Computed, not measured: 8 unconnected molecules or ions with the total composition C21H46Cl4N5O7 in a non-equilibrium geometry, with ωB97M-V with the def2-TZVPD basis set.

Each line ends with the Löwdin charge.
Atoms and positions in Å:
H 2.2734 1.6637 5.0040  0.0746
H -1.4527 4.0163 0.3589  0.0777
C -1.2619 -4.9087 -3.2928  -0.5612
H -1.9283 -4.0294 -5.0462  0.0784
H -1.5262 1.1499 -1.3948  0.0527
H 1.5386 -3.1222 1.0621  0.0667
H -0.4397 -2.3589 1.2486  0.0974
H 1.3979 -1.8350 -3.8817  0.0088
H 4.9868 -0.4759 -1.4294  0.0825
C -1.5067 -5.4193 -0.8872  -0.0732
H 0.6387 -0.1704 -2.5299  0.0418
H 2.4361 -2.8064 -4.8789  0.0828
H -0.7248 2.5183 1.0499  0.0565
H -2.3409 -2.5293 3.2920  0.0905
C 1.8673 3.8642 0.3942  -0.0255
O -1.2621 -6.0792 -3.6348  0.0191
H -0.2898 1.2101 3.2647  0.0517
H -2.0440 1.3443 -2.9314  0.0778
O -1.5976 -0.7316 -0.4547  -0.0576
N 0.6718 5.9772 0.1079  0.0044
H -1.3592 -2.7909 -3.9097  0.0576
H 0.1019 7.6625 1.3783  0.0834
H -2.5548 -5.7180 -0.8248  0.0782
O -3.7479 3.5924 1.7382  0.0209
O 1.4970 5.3826 2.1402  0.0310
H -0.1979 -3.8415 -4.8542  0.0684
C -1.1463 -3.7715 -4.3289  0.0092
H -0.9416 -6.3516 -0.9345  0.0770
H 1.9739 -4.1441 2.4037  0.0811
N 3.0214 -1.3421 -1.9184  0.0109
C 0.4430 -2.7611 2.9135  -0.5594
H 3.5759 0.2000 -0.7116  0.0638
H -1.1619 6.9535 0.2609  0.0805
H -1.2414 -3.5491 -1.6840  0.0926
Cl -0.6130 1.8460 5.5684  0.6010
C -4.3908 0.8187 1.3733  -0.0540
C -0.3550 0.0716 -2.9032  -0.6393
H -2.4197 -1.3618 1.9311  0.0618
N -3.0832 1.4601 1.2874  0.0174
C 3.3576 -2.0307 -3.0559  -0.5306
H -1.2102 3.8399 2.0657  0.0885
C 1.7090 -3.1203 2.1429  0.0067
H -1.7364 -0.9160 3.4611  0.0812
H -0.9238 -0.8501 -2.7837  0.0562
H 0.4620 0.1127 1.1245  0.0325
H 0.3481 2.7747 3.7205  0.0584
Cl -0.2829 2.8305 -2.6386  0.5476
H -4.3870 0.2646 2.3117  0.0775
N -0.5891 -2.2854 2.2463  0.0307
H 1.9388 -3.5544 -3.3880  0.0893
H 0.2054 7.9197 -0.2863  0.0752
C 4.0123 -0.7501 -1.0414  -0.0811
C -2.8873 2.7941 1.3840  -0.5576
O 4.5165 -2.1184 -3.4197  0.0256
H 0.5417 5.6010 -0.8177  0.1192
H 2.5196 -2.4509 2.4194  0.0714
C 0.2458 1.7383 4.0511  -0.7084
H 1.2501 3.2028 -0.2139  0.0229
N -1.3162 -4.5042 -2.0143  0.0254
H 1.4761 0.1926 4.7568  0.0657
H 1.5642 -0.4206 -0.0304  0.0458
H 4.0929 -1.3048 -0.1023  0.0776
C 0.5755 0.0299 0.0406  -0.0244
H -1.2187 -5.0402 0.0934  0.0696
C -0.1084 7.1620 0.4387  -0.0656
H -4.4270 0.1544 0.5089  0.0836
H 2.0949 -1.5029 -1.5278  0.0733
O 0.0633 -1.9386 -1.2774  -0.0993
C -1.4920 3.2860 1.1674  -0.0067
H 0.5538 1.0597 -0.3137  0.0580
H -2.2971 0.9186 0.9460  0.0852
C 1.3110 5.1238 0.9610  -0.5706
H -5.2029 1.5345 1.2942  0.0808
Cl 2.4809 0.9413 2.7672  0.6290
O 0.4750 -2.9233 4.1418  0.0015
C 2.1772 -2.5931 -3.8424  -0.0113
C -1.8114 -1.7418 2.7485  -0.0597
Cl 0.0086 0.1700 -4.6761  0.5521
C -0.3760 -0.9805 -0.5645  -0.7728
H 2.1915 3.1894 1.1736  0.0314
H 2.7372 4.1318 -0.2123  0.0956
C -1.0967 1.2485 -2.3936  -0.6347
C 1.6179 1.1720 4.2886  -0.6627

The value obtained for the LUMO energy is 0.084 hartree. The value obtained for the frontier orbital gap is 9.3594 eV. Its total charge is -1. The HOMO energy is -7.08 eV.